{"formula": "C6H15NO2", "method": "wB97M-V/def2-TZVPD", "elements": ["C", "C", "C", "C", "C", "C", "O", "O", "N", "H", "H", "H", "H", "H", "H", "H", "H", "H", "H", "H", "H", "H", "H", "H"], "positions_angstrom": [[1.94, 1.61, -1.00], [1.30, 0.26, -0.66], [2.14, -0.45, 0.38], [-0.28, 0.57, -0.29], [-1.01, -0.60, 0.28], [-0.68, -0.95, 1.72], [-1.00, -1.73, -0.55], [-2.47, 0.02, 0.37], [-3.07, 0.29, -0.92], [2.98, 1.49, -1.33], [1.39, 2.11, -1.81], [1.93, 2.27, -0.13], [1.34, -0.35, -1.57], [3.18, -0.54, 0.05], [1.84, -1.50, 0.52], [2.16, 0.10, 1.32], [-0.71, 0.86, -1.26], [-0.33, 1.44, 0.37], [-0.41, -0.06, 2.30], [0.11, -1.70, 1.81], [-1.56, -1.38, 2.21], [-1.43, -2.45, -0.06], [-3.60, 1.15, -0.74], [-3.76, -0.45, -1.01]], "nbo_charge": [-0.6047, -0.2043, -0.6171, -0.4449, 0.5320, -0.6717, -0.7016, -0.4825, -0.5285, 0.2059, 0.2078, 0.1960, 0.2004, 0.2096, 0.2084, 0.1993, 0.2440, 0.2163, 0.2283, 0.2272, 0.2273, 0.4737, 0.3429, 0.3362], "lumo_energy_ev": 0.854, "orbital_gap_ev": 9.974, "multiplicity": 1, "charge": 0, "smiles": "CC(C)C[C@](C)(O)ON"}


{"formula": "C6H15NO2", "method": "wB97M-V/def2-TZVPD", "elements": ["C", "C", "C", "N", "C", "O", "H", "H", "H", "H", "H", "H", "H", "H", "H", "C", "C", "O", "H", "H", "H", "H", "H", "H"], "positions_angstrom": [[2.50, -1.34, -0.27], [1.33, -0.35, -0.13], [1.69, 0.73, 0.89], [1.09, 0.27, -1.42], [0.17, -1.20, 0.38], [-0.72, -1.64, -0.34], [2.78, -1.75, 0.70], [3.36, -0.81, -0.69], [2.24, -2.16, -0.94], [2.61, 1.23, 0.57], [0.91, 1.49, 0.94], [1.84, 0.31, 1.88], [0.95, -0.44, -2.13], [0.23, 0.81, -1.41], [0.30, -1.58, 1.40], [-2.18, 0.77, 1.01], [-2.77, 0.98, -0.51], [-1.95, 0.42, -1.46], [-2.23, -0.29, 1.21], [-1.17, 1.17, 0.93], [-2.75, 1.33, 1.74], [-2.86, 2.05, -0.71], [-3.77, 0.52, -0.51], [-1.61, -0.52, -1.14]], "nbo_charge": [-0.6014, -0.0175, -0.6029, -0.8334, 0.4812, -0.5811, 0.2119, 0.2349, 0.2153, 0.2294, 0.2129, 0.2066, 0.3629, 0.3884, 0.1270, -0.6510, -0.0327, -0.7698, 0.2058, 0.1897, 0.2120, 0.1651, 0.1460, 0.5009], "lumo_energy_ev": 0.586, "orbital_gap_ev": 9.925, "multiplicity": 1, "charge": 0, "smiles": "CC(C)(N)C=O.CCO"}


{"formula": "C6H15NO2", "method": "wB97M-V/def2-TZVPD", "elements": ["C", "C", "C", "C", "O", "H", "H", "H", "H", "H", "H", "H", "H", "C", "C", "N", "O", "H", "H", "H", "H", "H", "H", "H"], "positions_angstrom": [[-1.08, -0.82, 1.35], [-2.14, 0.12, 1.93], [-0.26, -0.14, 0.25], [-0.88, 0.04, -1.06], [-1.66, -2.04, 0.92], [-2.34, -1.83, 0.27], [-0.40, -1.12, 2.16], [0.14, 0.80, 0.64], [-2.87, 0.39, 1.17], [-2.63, -0.36, 2.77], [-1.68, 1.04, 2.30], [-1.52, 0.90, -1.21], [-1.31, -0.86, -1.49], [1.13, -1.16, 0.03], [1.40, 1.60, -1.81], [2.15, 1.51, -0.71], [3.32, 0.79, -0.93], [3.71, 0.69, -0.05], [1.92, 1.55, -2.77], [1.62, -1.06, -0.94], [1.83, -1.03, 0.85], [0.65, -2.13, -0.01], [0.13, 0.66, -1.87], [0.77, 2.48, -1.79]], "nbo_charge": [0.1040, -0.6322, -0.2664, -0.5459, -0.7168, 0.4592, 0.1799, 0.2212, 0.1991, 0.2178, 0.2127, 0.2068, 0.2050, -0.6121, -0.2981, -0.1002, -0.5583, 0.4784, 0.2072, 0.2095, 0.1978, 0.2149, 0.2039, 0.2125], "lumo_energy_ev": 0.332, "orbital_gap_ev": 9.102, "multiplicity": 1, "charge": 0}


{"formula": "C6H15NO2", "method": "wB97M-V/def2-TZVPD", "elements": ["C", "C", "O", "O", "H", "H", "H", "H", "C", "C", "C", "C", "N", "H", "H", "H", "H", "H", "H", "H", "H", "H", "H", "H"], "positions_angstrom": [[-1.80, 2.11, -0.23], [-0.77, 1.63, 0.75], [0.32, 2.19, 0.90], [-1.34, 0.93, 1.78], [-2.51, 1.32, -0.46], [-1.31, 2.45, -1.14], [-2.34, 2.95, 0.22], [-0.76, 1.01, 2.56], [-0.81, -1.88, -0.57], [0.09, -0.65, -0.57], [1.18, -0.71, -1.64], [1.08, -0.94, 0.99], [2.03, 0.03, 1.27], [-0.24, -2.80, -0.44], [-1.37, -1.96, -1.51], [-1.54, -1.82, 0.24], [-0.55, 0.16, -0.91], [1.84, 0.16, -1.53], [1.78, -1.61, -1.55], [0.76, -0.67, -2.64], [0.27, -0.94, 1.72], [1.52, -1.93, 0.86], [1.61, 0.99, 1.21], [2.85, -0.04, 0.69]], "nbo_charge": [-0.7229, 0.8252, -0.6297, -0.6966, 0.2346, 0.2390, 0.2521, 0.4983, -0.6264, -0.2604, -0.6255, -0.1559, -0.8580, 0.1989, 0.1994, 0.2075, 0.1926, 0.2064, 0.1964, 0.2001, 0.1752, 0.1919, 0.4002, 0.3577], "lumo_energy_ev": 0.697, "orbital_gap_ev": 8.805, "multiplicity": 1, "charge": 0, "smiles": "CC(=O)O.CC(C)CN"}


{"formula": "C6H15NO2", "method": "wB97M-V/def2-TZVPD", "elements": ["C", "C", "C", "C", "O", "H", "H", "H", "H", "H", "H", "H", "H", "H", "H", "C", "C", "O", "N", "H", "H", "H", "H", "H"], "positions_angstrom": [[-1.45, 0.23, 1.14], [-1.24, 0.03, -0.36], [-0.72, 1.48, 1.63], [-1.03, -1.02, 1.92], [-1.63, -1.05, -0.93], [-0.43, -1.79, -1.26], [-2.53, 0.37, 1.27], [-1.34, 0.96, -0.95], [0.17, -0.09, -0.43], [-1.29, -0.92, 2.98], [0.36, 1.37, 1.53], [-0.95, 1.68, 2.68], [-1.03, 2.36, 1.05], [0.05, -1.17, 1.86], [-1.53, -1.90, 1.53], [2.11, 1.39, -1.66], [0.80, -1.86, -1.34], [1.45, 0.19, -2.05], [1.24, -0.62, -0.92], [2.26, 1.96, -2.57], [1.49, 1.98, -0.97], [3.07, 1.17, -1.18], [1.05, -2.63, -0.60], [1.10, -2.12, -2.36]], "nbo_charge": [-0.2794, 0.1637, -0.6106, -0.6124, -0.5739, 0.2962, 0.2197, 0.1591, 0.2522, 0.2114, 0.2066, 0.2171, 0.2081, 0.2049, 0.2281, -0.2542, -0.4771, -0.3969, -0.1594, 0.1987, 0.1717, 0.1841, 0.2135, 0.2289], "lumo_energy_ev": 0.082, "orbital_gap_ev": 9.261, "multiplicity": 1, "charge": 0}


{"formula": "C6H15NO2", "method": "wB97M-V/def2-TZVPD", "elements": ["C", "C", "C", "C", "C", "C", "N", "O", "O", "H", "H", "H", "H", "H", "H", "H", "H", "H", "H", "H", "H", "H", "H", "H"], "positions_angstrom": [[-0.91, 1.06, 0.66], [1.17, -0.04, 0.01], [-1.45, -0.20, -0.94], [2.08, 0.97, -0.67], [1.94, -1.22, 0.56], [-1.89, -1.52, -0.32], [0.32, 0.54, 1.02], [-0.98, 2.28, 0.04], [-1.78, 1.01, 1.73], [-0.34, 2.33, -0.68], [-2.52, 1.60, 1.53], [0.22, -0.04, 1.84], [0.19, -0.35, -0.79], [-2.33, 0.41, -1.14], [-1.09, -0.33, -1.97], [1.51, 1.82, -1.04], [2.60, 0.50, -1.50], [2.82, 1.36, 0.03], [1.28, -1.96, 1.02], [2.68, -0.91, 1.31], [2.49, -1.72, -0.25], [-2.40, -1.36, 0.62], [-2.57, -2.08, -0.96], [-1.02, -2.15, -0.10]], "nbo_charge": [0.7887, -0.0746, -0.6454, -0.6084, -0.6254, -0.6315, -0.6605, -0.7243, -0.6944, 0.4907, 0.4965, 0.3962, 0.2449, 0.1958, 0.2071, 0.1823, 0.2123, 0.2103, 0.2102, 0.2058, 0.2198, 0.2082, 0.2046, 0.1912], "lumo_energy_ev": 0.794, "orbital_gap_ev": 8.789, "multiplicity": 1, "charge": 0}


{"formula": "C6H15NO4P", "method": "wB97M-V/def2-TZVPD", "elements": ["C", "C", "C", "C", "C", "C", "N", "O", "O", "O", "O", "P", "H", "H", "H", "H", "H", "H", "H", "H", "H", "H", "H", "H", "H", "H", "H"], "positions_angstrom": [[0.28, -3.66, 0.73], [-1.73, 2.79, 0.03], [2.61, 2.10, -1.07], [0.82, -2.38, 0.28], [-0.12, -1.15, 0.36], [0.37, 0.05, -0.28], [-3.08, -0.22, -0.98], [-2.85, -1.38, -0.46], [0.32, 1.67, 1.95], [-0.34, 2.70, -0.33], [1.95, 2.21, 0.17], [0.48, 1.55, 0.50], [-0.62, -4.02, 0.06], [1.15, -4.40, 0.65], [-0.23, -3.70, 1.81], [-1.86, 3.01, 1.15], [-2.29, 1.92, -0.16], [-2.19, 3.42, -0.69], [2.12, 2.85, -1.68], [2.62, 1.05, -1.28], [3.62, 2.53, -0.82], [1.70, -2.19, 0.96], [1.06, -2.59, -0.76], [-0.31, -0.83, 1.45], [-1.10, -1.48, -0.10], [0.73, -0.20, -1.34], [-3.10, 0.35, -0.17]], "nbo_charge": [-0.5883, -0.2608, -0.2574, -0.4108, -0.4186, -1.0310, -0.1257, -0.3509, -1.1386, -0.8211, -0.8350, 2.3417, 0.1918, 0.1923, 0.1901, 0.1899, 0.1552, 0.1761, 0.1768, 0.1947, 0.1646, 0.1906, 0.1852, 0.2097, 0.1989, 0.2112, 0.2695], "lumo_energy_ev": [3.063, 2.898], "orbital_gap_ev": [5.960, 5.683], "multiplicity": 1, "charge": -1}


{"formula": "C6H15NOS", "method": "wB97M-V/def2-TZVPD", "elements": ["C", "C", "C", "C", "C", "C", "H", "H", "H", "H", "H", "H", "H", "H", "H", "H", "H", "H", "N", "S", "O", "H", "H", "H"], "positions_angstrom": [[-1.68, -1.24, 1.13], [-1.29, -0.80, -0.06], [-1.19, -1.49, -1.30], [-0.66, 0.61, -0.21], [-1.71, 1.66, -0.36], [0.26, 0.91, 1.01], [-1.51, -0.72, 2.06], [-2.23, -2.09, 1.07], [-1.85, -2.36, -1.37], [-0.13, -1.69, -1.48], [-1.48, -0.93, -2.20], [-0.03, 0.64, -1.13], [-2.25, 1.67, 0.54], [-1.28, 2.72, -0.36], [-2.40, 1.41, -1.21], [-0.17, 1.12, 2.03], [1.14, 1.51, 0.60], [0.66, -0.06, 1.28], [3.01, -0.12, -1.05], [3.26, -1.19, 0.16], [3.33, -0.21, 1.63], [2.12, 0.27, -1.05], [3.64, 0.35, -1.53], [2.44, 0.03, 1.81]], "nbo_charge": [-0.4302, 0.0516, -0.6551, -0.2504, -0.5957, -0.6525, 0.2012, 0.1943, 0.2189, 0.2308, 0.2150, 0.1837, 0.2069, 0.2109, 0.2111, 0.2297, 0.2195, 0.2046, -0.9781, 0.6389, -0.8633, 0.3669, 0.3718, 0.4693], "lumo_energy_ev": 0.786, "orbital_gap_ev": 9.774, "multiplicity": 1, "charge": 0, "smiles": "C=C(C)C(C)C.NSO"}


{"formula": "C6H15NOSi", "method": "wB97M-V/def2-TZVPD", "elements": ["C", "C", "O", "N", "C", "Si", "C", "C", "C", "H", "H", "H", "H", "H", "H", "H", "H", "H", "H", "H", "H", "H", "H", "H"], "positions_angstrom": [[-3.89, -0.04, -0.13], [-2.53, 0.02, 0.50], [-2.39, -0.57, 1.52], [-1.56, 0.65, -0.22], [-0.24, 1.11, 0.26], [1.38, -0.04, -0.01], [0.94, -1.56, 0.97], [1.95, -0.72, -1.84], [2.89, 1.20, 0.58], [-3.80, -0.62, -1.09], [-4.43, 0.84, -0.23], [-4.58, -0.59, 0.47], [-1.84, 0.97, -1.10], [-0.27, 1.51, 1.26], [0.09, 1.88, -0.36], [-0.03, -1.88, 0.58], [1.69, -2.39, 1.01], [0.82, -1.32, 2.05], [2.50, -1.58, -1.49], [1.13, -0.94, -2.51], [2.70, -0.22, -2.50], [3.45, 1.69, -0.20], [2.56, 2.05, 1.22], [3.47, 0.54, 1.28]], "nbo_charge": [-0.7179, 0.6673, -0.6118, -0.6237, -0.6054, 1.5140, -1.1458, -1.0609, -1.0649, 0.2200, 0.2246, 0.2402, 0.3854, 0.2292, 0.2057, 0.2590, 0.2385, 0.2555, 0.2276, 0.2302, 0.2372, 0.2348, 0.2293, 0.2319], "lumo_energy_ev": 0.723, "orbital_gap_ev": 9.612, "multiplicity": 1, "charge": 0, "smiles": "CC(=O)NC[Si](C)(C)C"}


{"formula": "C6H15NOSi", "method": "wB97M-V/def2-TZVPD", "elements": ["C", "C", "C", "N", "O", "H", "H", "H", "H", "H", "C", "Si", "C", "C", "H", "H", "H", "H", "H", "H", "H", "H", "H", "H"], "positions_angstrom": [[3.10, 0.42, 0.63], [2.12, 1.47, 1.06], [1.24, 1.94, 0.01], [0.51, 2.67, -0.55], [-0.23, 3.26, -1.27], [2.57, -0.41, 0.15], [3.68, 0.13, 1.59], [3.85, 0.94, -0.02], [2.64, 2.34, 1.55], [1.45, 0.84, 1.78], [-2.38, 0.11, 0.75], [-1.08, -0.72, -0.36], [-0.51, -2.38, 0.30], [-1.81, -0.96, -2.05], [-3.22, 0.36, 0.12], [-2.84, -0.50, 1.54], [-1.97, 0.84, 1.34], [0.03, 0.27, -0.43], [-1.27, -3.13, 0.03], [0.55, -2.50, -0.16], [-0.49, -2.25, 1.34], [-2.08, 0.02, -2.28], [-1.17, -1.24, -2.88], [-2.69, -1.53, -2.17]], "nbo_charge": [-0.5915, -0.4816, 0.1752, 0.2028, -0.4232, 0.2215, 0.2137, 0.2101, 0.2452, 0.2312, -1.0976, 1.3810, -1.0998, -1.1040, 0.2421, 0.2364, 0.2343, -0.2131, 0.2433, 0.2357, 0.2269, 0.2342, 0.2412, 0.2362], "lumo_energy_ev": 0.655, "orbital_gap_ev": 9.758, "multiplicity": 1, "charge": 0, "smiles": "CCC#[N+][O-].C[SiH](C)C"}


How do the records compare in ΔE to the lowest compared entry with this formula, charge and spin? In the order shown, they have 67.0, 41.8, 132.7, 49.7, 124.9, 86.6, 159.4, 64.1, 28.9, 105.1 kcal/mol.